The following is a DFT calculation (wB97M-V/def2-TZVPD) of an isolated molecule of C5H12N2 at a distorted geometry.

```
19
C5H12N2 (wB97M-V/def2-TZVPD)
N -1.9875 -1.1587 -1.1227
C -1.5386 0.2558 -1.0577
C -0.0283 0.2086 -0.6343
C 0.4707 -0.9639 0.2739
C 1.5966 -0.3402 1.0600
C 1.0224 1.0673 1.4198
N 0.3080 1.4474 0.2079
H -3.0039 -1.1856 -1.1798
H -1.6793 -1.5625 -2.0038
H -2.2202 0.7861 -0.3716
H -1.8176 0.7646 -1.9792
H 0.7004 0.3039 -1.4865
H 0.7834 -1.7397 -0.4140
H -0.1727 -1.3970 1.0542
H 1.7589 -0.8007 2.0337
H 2.6132 -0.2966 0.5975
H 1.9283 1.5919 1.6906
H 0.4278 0.9704 2.3192
H 0.8382 2.0489 -0.4071
```

Values from the calculation:
HOMO-LUMO gap	9.612	eV
maximum force	2.6	eV/Å
energy relative to the best compared isomer or geometry (same formula, charge and spin)	140.98	kJ/mol
charge	0
structure (SMILES)	NC[C@@H]1CCCN1

---

The following is a DFT calculation (wB97M-V/def2-TZVPD) of an isolated molecule of C5H12N2 at a distorted geometry.

```
19
C5H12N2 (wB97M-V/def2-TZVPD)
N -1.7459 0.4701 2.3722
C -1.1842 1.0036 1.1455
C -1.0362 0.2135 0.0542
C -0.3232 0.7574 -1.1201
C 0.6187 -0.2572 -1.8645
C 1.8097 -0.6045 -0.9593
N 1.4603 -1.4528 0.1947
H -1.5757 1.1733 3.0613
H -1.3391 -0.4284 2.5360
H -0.6172 1.9275 1.2640
H -1.9284 -0.4161 0.1152
H 0.3575 1.5594 -0.8107
H -1.0333 1.0348 -1.9188
H -0.0214 -1.0162 -2.3021
H 1.0726 0.2571 -2.7060
H 2.2665 0.2739 -0.4750
H 2.6212 -1.0654 -1.5232
H 2.2585 -1.9591 0.5413
H 1.1466 -0.8953 0.9814
```

Values from the calculation:
HOMO-LUMO gap	9.150	eV
maximum force	3.6	eV/Å
energy relative to the best compared isomer or geometry (same formula, charge and spin)	193.64	kJ/mol
charge	0
structure (SMILES)	N/C=C/CCCN

---

The following is a DFT calculation (wB97M-V/def2-TZVPD) of the ion C5H12N2 with charge +1 at a distorted geometry.

```
19
C5H12N2 (wB97M-V/def2-TZVPD)
C -1.0410 1.8924 1.3652
C -0.3066 1.7777 0.0278
C 0.9127 0.8472 0.1415
C 0.5663 -0.6173 0.3031
N 0.3454 -1.3495 -0.9261
C -0.1851 -2.5967 -0.8549
N -0.2939 -3.3713 -1.8868
H -0.7924 2.7770 1.9746
H -2.1280 1.9394 1.3386
H -0.6695 1.1381 2.0733
H 0.0490 2.7309 -0.3488
H -0.9161 1.4080 -0.8144
H 1.5049 1.2187 0.9876
H 1.5893 1.0192 -0.7019
H 1.4102 -1.0491 0.8464
H -0.2879 -0.7906 0.9557
H 0.6951 -1.0302 -1.8262
H -0.6332 -2.8472 0.0966
H 0.1809 -3.0967 -2.7514
```

Values from the calculation:
HOMO-LUMO gap (spin up / spin down)	11.114 / 6.719	eV
expectation value of S²	0.786
spin multiplicity	2
maximum force	1.6	eV/Å
energy relative to the best compared isomer or geometry (same formula, charge and spin)	190.19	kJ/mol
charge	+1

---

The following is a DFT calculation (wB97M-V/def2-TZVPD) of the ion C5H12N2 with charge +1 at a distorted geometry.

```
19
C5H12N2 (wB97M-V/def2-TZVPD)
C -0.6380 1.3460 -0.8382
C 0.0352 -0.0134 -0.6477
C 0.4420 -0.3303 0.7755
C -0.0796 0.3011 1.8726
C 1.6758 -2.1927 1.8754
N 0.9277 -1.6355 0.9105
N -1.2836 1.4048 -2.2082
H -1.4050 1.5477 -0.0993
H 0.1944 2.0482 -0.8946
H 0.9258 -0.0663 -1.2896
H -0.6305 -0.7923 -1.0747
H -0.8780 1.0329 1.8510
H 0.5174 0.2876 2.7819
H 1.6503 -1.8466 2.8996
H 1.9857 -3.2108 1.6887
H 0.8614 -2.2024 0.0780
H -0.6797 1.0130 -2.9326
H -2.1805 0.9224 -2.3031
H -1.4407 2.3867 -2.4449
```

Values from the calculation:
HOMO-LUMO gap (spin up / spin down)	5.412 / 7.919	eV
expectation value of S²	0.777
spin multiplicity	2
maximum force	2.8	eV/Å
energy relative to the best compared isomer or geometry (same formula, charge and spin)	235.79	kJ/mol
charge	+1

---

The following is a DFT calculation (wB97M-V/def2-TZVPD) of an isolated molecule of C5H12N2O.

```
20
C5H12N2O (wB97M-V/def2-TZVPD)
C 0.0039 0.7955 -2.9103
C 0.0882 -0.5642 -2.2229
C 1.0399 -0.6320 -1.0352
N 0.8449 0.4422 -0.0613
C 0.1460 0.3523 1.1027
O 0.1928 1.2346 1.9459
C -0.7556 -0.8646 1.2958
N -1.7053 -0.6943 2.3733
H -0.1352 0.6328 -3.9843
H -0.8408 1.3723 -2.5411
H 0.8905 1.4328 -2.7738
H 0.3460 -1.3606 -2.9232
H -0.8909 -0.8814 -1.8400
H 0.9601 -1.5906 -0.5140
H 2.0915 -0.6048 -1.3225
H 1.3845 1.2877 -0.1413
H -1.2645 -1.0591 0.3484
H -0.1452 -1.7351 1.5137
H -2.0344 0.2607 2.4517
H -1.3623 -1.0965 3.2267
```

Values from the calculation:
HOMO-LUMO gap	10.041	eV
maximum force	0.9	eV/Å
energy relative to the best compared isomer or geometry (same formula, charge and spin)	81.20	kJ/mol
charge	0
structure (SMILES)	CCCNC(=O)CN

---

The following is a DFT calculation (wB97M-V/def2-TZVPD) of a cluster of 2 separate species, C5H12N2O in total.

```
20
C5H12N2O (wB97M-V/def2-TZVPD)
C -2.2222 1.4610 1.3781
C -1.7008 0.0611 1.2421
C -2.4106 -0.9277 0.7271
O -1.9087 -2.1967 0.6210
H -1.6180 2.1597 0.7984
H -3.2495 1.5231 1.0211
H -2.2091 1.7897 2.4180
H -0.6980 -0.1584 1.5956
H -3.4213 -0.7869 0.3598
H -2.5620 -2.7673 0.2127
N 3.0728 -1.6620 -0.9980
C 2.6656 -0.3384 -1.3669
C 1.7581 0.3253 -0.6797
N 1.3418 1.6402 -1.0659
H 4.0647 -1.6773 -0.7916
H 2.9204 -2.3110 -1.7603
H 3.1281 0.1220 -2.2387
H 1.2951 -0.1462 0.1835
H 1.3741 2.2690 -0.2723
H 0.3794 1.6208 -1.3839
```

Values from the calculation:
HOMO-LUMO gap	9.522	eV
maximum force	0.5	eV/Å
energy relative to the best compared isomer or geometry (same formula, charge and spin)	275.22	kJ/mol
charge	0
structure (SMILES)	C/C=C/O.N/C=C/N

---

The following is a DFT calculation (wB97M-V/def2-TZVPD) of an isolated molecule of C5H12N2O.

```
20
C5H12N2O (wB97M-V/def2-TZVPD)
H -2.4476 1.8131 -0.1692
N -1.4463 1.6313 -0.1919
C -1.1113 0.4435 0.0595
C -2.0643 -0.6758 0.3676
C 0.3691 0.1055 -0.0195
C 0.6636 -0.2657 -1.4859
C 0.7839 -1.0385 0.9091
N 1.0952 1.3030 0.4076
O 2.4827 1.2312 0.0670
H -3.0934 -0.3432 0.2398
H -1.8840 -1.5255 -0.2873
H -1.9290 -1.0039 1.3964
H 0.3461 0.5424 -2.1413
H 0.1415 -1.1768 -1.7666
H 1.7335 -0.4156 -1.6086
H 0.5539 -0.7839 1.9408
H 0.2896 -1.9679 0.6446
H 1.8576 -1.1883 0.8207
H 0.7144 2.1012 -0.0985
H 2.9447 1.2139 0.9156
```

Values from the calculation:
HOMO-LUMO gap	9.954	eV
maximum force	0.7	eV/Å
energy relative to the best compared isomer or geometry (same formula, charge and spin)	259.05	kJ/mol
charge	0
structure (SMILES)	[H]/N=C(\C)C(C)(C)NO

---

The following is a DFT calculation (wB97M-V/def2-TZVPD) of an isolated molecule of C5H12N2O.

```
20
C5H12N2O (wB97M-V/def2-TZVPD)
C 1.0516 -0.1396 1.3138
C 0.9451 -0.5975 -0.1564
N 2.1050 -0.0762 -0.8788
O 0.7030 -1.8912 -0.3171
H 2.9238 -0.0188 -0.2839
H 2.3063 -0.7266 -1.6317
H 0.1385 -0.3714 1.8631
H 1.8491 -0.7329 1.7659
H 1.2852 0.9215 1.4274
C -0.6237 1.6362 -0.4787
N -2.2260 -0.6158 0.5830
C -1.3934 -0.8040 -0.4186
C -0.4082 0.1772 -0.8365
H -2.7908 -1.3711 0.9385
H -2.2092 0.2398 1.1180
H -1.4666 -1.7465 -0.9358
H -0.2193 0.0542 -1.9008
H 0.2846 2.1839 -0.7324
H -0.7967 1.7958 0.5891
H -1.4580 2.0831 -1.0281
```

Values from the calculation:
HOMO-LUMO gap	7.736	eV
maximum force	0.4	eV/Å
energy relative to the best compared isomer or geometry (same formula, charge and spin)	294.77	kJ/mol
charge	0

---

The following is a DFT calculation (wB97M-V/def2-TZVPD) of an isolated molecule of C5H12N2O at a distorted geometry.

```
20
C5H12N2O (wB97M-V/def2-TZVPD)
C 2.2176 0.5593 1.0788
C 1.2198 1.3706 0.2714
N -0.1048 1.3210 0.9088
C -0.9887 0.3141 0.5996
O -1.7971 -0.1569 1.3750
C -1.0455 -0.2606 -0.8326
C -0.3620 -1.6458 -0.8107
N -2.4840 -0.3435 -1.2169
H 1.8730 -0.4801 1.0980
H 3.2093 0.6073 0.6338
H 2.3380 0.9724 2.0776
H 1.5591 2.4088 0.1789
H 1.1010 0.9232 -0.7219
H -0.1347 1.7939 1.7989
H -0.5542 0.3765 -1.5600
H 0.2557 -1.8379 0.0616
H 0.1993 -1.8751 -1.7239
H -1.1500 -2.4011 -0.7363
H -2.4270 -0.8843 -2.0715
H -2.9247 -0.7618 -0.4086
```

Values from the calculation:
HOMO-LUMO gap	10.216	eV
maximum force	2.1	eV/Å
energy relative to the best compared isomer or geometry (same formula, charge and spin)	105.27	kJ/mol
charge	0
structure (SMILES)	CCNC(=O)[C@@H](C)N

---

The following is a DFT calculation (wB97M-V/def2-TZVPD) of a structure of composition C5H12N2O at a distorted geometry.

```
20
C5H12N2O (wB97M-V/def2-TZVPD)
C -0.5017 0.1795 -2.0018
N -1.2262 0.1012 -0.7258
C -2.1215 -1.0396 -0.7560
C -0.3089 0.0151 0.3824
C 0.5507 1.3823 0.6150
N 1.4312 1.2691 1.7283
C 2.0048 -0.0714 1.9891
O 0.2256 2.2800 -0.1463
H -1.1665 0.2364 -2.8639
H -0.0535 1.1685 -2.0533
H 0.3066 -0.5715 -2.0857
H -1.5941 -2.0210 -0.8729
H -2.6283 -1.0786 0.2122
H -2.8254 -0.8926 -1.5801
H 0.4826 -0.7407 0.1430
H -0.8334 -0.2511 1.3093
H 1.7630 1.1972 0.5013
H 1.2748 -0.7010 2.5328
H 2.3186 -0.5984 1.0978
H 2.9018 0.1366 2.5746
```

Values from the calculation:
HOMO-LUMO gap	8.802	eV
maximum force	6.8	eV/Å
energy relative to the best compared isomer or geometry (same formula, charge and spin)	523.63	kJ/mol
charge	0

---

The following is a DFT calculation (wB97M-V/def2-TZVPD) of an isolated molecule of C5H12N2O at a distorted geometry.

```
20
C5H12N2O (wB97M-V/def2-TZVPD)
C -2.4773 -0.9766 0.2376
C -1.2236 -0.7438 -0.5805
O -0.7564 -1.5901 -1.3497
N -0.5235 0.3908 -0.5131
C -0.8777 1.6016 0.3968
C 0.9100 0.4814 -0.6983
C 1.5520 -0.5948 0.1788
N 2.8915 0.0531 0.3868
H -2.2081 -1.7671 0.8136
H -2.9289 -0.3455 0.9003
H -3.2250 -1.4846 -0.4791
H -0.5444 1.4278 1.4369
H -1.9662 1.9653 0.2032
H -0.3999 2.4231 -0.1274
H 1.0623 0.1597 -1.7371
H 1.3482 1.5045 -0.4878
H 1.0490 -0.6636 1.0733
H 1.5452 -1.5120 -0.4651
H 3.2535 -0.3351 1.2256
H 3.5193 0.0059 -0.4150
```

Values from the calculation:
HOMO-LUMO gap	9.590	eV
maximum force	5.9	eV/Å
energy relative to the best compared isomer or geometry (same formula, charge and spin)	274.62	kJ/mol
charge	0
structure (SMILES)	CC(=O)N(C)CCN

---

The following is a DFT calculation (wB97M-V/def2-TZVPD) of an isolated molecule of C5H12N2O at a distorted geometry.

```
20
C5H12N2O (wB97M-V/def2-TZVPD)
C -1.9103 -0.4392 -2.2773
C -1.2096 -1.3504 -1.4088
C 0.3195 -1.1104 -1.2306
C 0.6425 0.3406 -0.9838
N -0.0116 0.6604 0.3403
C 0.5772 0.7010 1.6324
N 1.8621 0.2400 1.9193
O -0.1451 1.1032 2.5145
H -3.0685 -0.5537 -2.1830
H -1.6520 0.6511 -2.1127
H -1.5311 -0.6009 -3.3324
H -1.2582 -2.4013 -1.6660
H -1.6108 -1.1471 -0.3609
H 0.9429 -1.3960 -2.1143
H 0.5811 -1.6986 -0.2956
H -0.0848 0.8516 -1.6251
H 1.6732 0.8380 -1.0294
H -1.0992 0.5911 0.3081
H 2.6116 0.2067 1.2713
H 2.1872 0.6807 2.8147
```

Values from the calculation:
HOMO-LUMO gap	9.924	eV
maximum force	3.9	eV/Å
energy relative to the best compared isomer or geometry (same formula, charge and spin)	173.72	kJ/mol
charge	0
structure (SMILES)	CCCCNC(N)=O

---

The following is a DFT calculation (wB97M-V/def2-TZVPD) of an isolated molecule of C5H12N2O at a distorted geometry.

```
20
C5H12N2O (wB97M-V/def2-TZVPD)
C -1.6576 -0.0307 -0.1136
C -0.1954 -0.0953 0.4954
C 0.0409 1.1601 1.4344
C -0.5559 0.9656 2.7680
O -1.6124 1.4677 3.0659
N 0.9488 -0.2010 -0.4488
C 0.6787 -0.7979 -1.7866
N 2.0423 -1.1615 -2.2588
H -2.0366 0.9839 -0.3488
H -2.0241 -0.6078 -1.0984
H -2.4810 -0.3109 0.5646
H -0.1284 -0.9815 1.2192
H 1.1594 1.3639 1.4300
H -0.4286 2.0356 0.9962
H 0.1109 0.4216 3.5484
H 1.3665 0.7412 -0.6606
H -0.0329 -1.7419 -1.5863
H 0.1047 -0.0177 -2.5930
H 2.6816 -1.5244 -1.5723
H 2.0190 -1.6691 -3.0549
```

Values from the calculation:
HOMO-LUMO gap	10.099	eV
maximum force	3.7	eV/Å
energy relative to the best compared isomer or geometry (same formula, charge and spin)	322.33	kJ/mol
charge	0
structure (SMILES)	C[C@H](CC=O)NCN